1.
The following is a quantum chemistry calculation of a structure of composition C11H19Cl2LiN4O3 at a distorted geometry, from the Open Molecules 2025 dataset.

Computed properties:
**LUMO energy**: 0.4 eV
**Kohn-Sham gap**: 8.9 eV
**Energy**: -1803.36441 hartree

```
! wB97M-V def2-TZVPD RIJCOSX def2/J DEFGRID3
* xyz 0 1
Li -0.538 0.418 0.042
Cl 2.834 -3.917 0.649
C 1.949 -4.713 -0.665
Cl 0.264 -5.268 -0.270
H 2.526 -5.540 -1.022
H 1.776 -3.965 -1.470
N -2.283 -0.564 -0.025
C -2.122 -1.989 -0.400
C -1.486 -2.030 -1.785
C 0.004 -1.829 -1.631
O 0.741 -2.468 -2.382
O 0.357 -0.876 -0.847
H -2.761 -0.511 0.895
H -2.932 -0.129 -0.704
H -3.073 -2.508 -0.290
H -1.417 -2.488 0.288
H -1.866 -1.124 -2.241
H -1.702 -2.974 -2.255
N -0.346 3.237 1.483
C -0.224 3.369 0.120
C 0.096 4.643 -0.377
C 0.146 4.817 -1.733
C -0.081 3.723 -2.608
C -0.294 2.501 -2.053
N -0.326 2.271 -0.681
H 0.113 3.895 2.106
H -0.313 2.300 1.787
H 0.175 5.501 0.304
H 0.392 5.766 -2.128
H -0.007 3.885 -3.689
H -0.564 1.693 -2.700
C 1.057 -0.517 3.781
C 0.888 -0.244 2.305
N 1.782 -0.845 1.497
O -0.084 0.391 1.833
H 0.053 -0.347 4.233
H 1.717 0.250 4.251
H 1.492 -1.494 3.974
H 2.482 -1.402 1.934
H 1.576 -0.919 0.472
*
```

2.
The following is a quantum chemistry calculation of a structure of composition C11H19Cl2N2S5Zn, from the Open Molecules 2025 dataset.

Computed properties:
**LUMO energy**: -2.9 eV
**Kohn-Sham gap**: 7.5 eV
**Relative energy (zero: lowest compared OMol25 entry of this formula, charge and spin)**: 16.0 kcal per mole
**Energy**: -5230.53384 hartree

```
! wB97M-V def2-TZVPD RIJCOSX def2/J DEFGRID3
* xyz 1 1
Zn 0.447 0.694 -0.687
Cl 0.753 0.489 1.893
C 0.348 2.184 2.175
Cl -0.649 2.783 0.850
H 1.268 2.771 2.207
H -0.219 2.253 3.101
C 2.750 -0.073 -3.216
S 2.177 -0.998 -1.752
C 3.336 -0.371 -0.581
C 3.383 0.923 -0.185
S 2.305 2.185 -0.681
S 4.635 1.321 0.970
C 5.261 -0.314 1.184
S 6.426 -0.693 2.244
S 4.477 -1.488 0.139
H 2.185 -0.440 -4.065
H 3.808 -0.282 -3.355
H 2.576 0.988 -3.069
C -5.278 -1.609 -2.205
C -4.475 -1.985 -0.962
N -3.546 -0.930 -0.586
C -4.142 0.248 0.040
C -4.124 1.519 -0.814
C -2.236 -0.996 -0.818
C -1.639 -2.204 -1.465
N -1.430 -0.034 -0.440
H -5.821 -2.479 -2.563
H -4.620 -1.263 -2.998
H -5.995 -0.823 -1.983
H -3.922 -2.901 -1.143
H -5.152 -2.169 -0.122
H -3.652 0.428 1.004
H -5.182 0.005 0.254
H -3.142 1.739 -1.225
H -4.424 2.360 -0.193
H -4.818 1.437 -1.645
H -2.071 -2.394 -2.443
H -1.791 -3.090 -0.848
H -0.569 -2.050 -1.579
H -1.929 0.685 0.068
*
```

3.
The following is a quantum chemistry calculation of a structure of composition C11H19Cl3OPd at a distorted geometry, from the Open Molecules 2025 dataset.

Computed properties:
**LUMO energy (alpha / beta)**: 5.6 / 4.2 eV
**Kohn-Sham gap (alpha / beta)**: 3.5 / 5.0 eV
**<S²>**: 6.03
**Relative energy (zero: lowest compared OMol25 entry of this formula, charge and spin)**: 4.7 kcal per mole
**Energy**: -2014.07144 hartree

```
! wB97M-V def2-TZVPD RIJCOSX def2/J DEFGRID3
* xyz -2 5
C -0.162 1.282 -1.036
C -0.048 2.082 0.135
C -0.615 1.364 1.219
C 0.518 3.429 0.221
C -1.142 0.152 0.708
C -0.855 0.083 -0.692
C -1.145 -1.048 -1.576
C 0.408 1.619 -2.350
C -0.573 1.750 2.638
C -1.829 -0.867 1.508
Pd 2.137 -1.512 0.728
Cl 2.883 0.726 1.008
Cl 2.451 -1.601 -1.474
Cl 1.125 -1.846 2.791
H 1.241 3.527 -0.586
H 0.996 3.506 1.198
H -0.220 4.240 0.133
H 0.404 2.218 2.830
H -0.660 0.858 3.278
H -1.384 2.462 2.865
H -1.278 -1.055 2.438
H -1.957 -1.814 0.978
H -2.832 -0.514 1.777
H -1.515 -1.903 -1.000
H -0.330 -1.415 -2.274
H -1.981 -0.769 -2.242
H 1.387 2.111 -2.222
H -0.272 2.309 -2.878
H 0.559 0.715 -2.959
O -0.304 -2.893 -2.836
H 0.607 -3.278 -3.080
C 1.221 -3.267 0.246
H 0.511 -3.553 1.027
H 2.066 -3.987 0.153
H 0.586 -3.110 -0.677
*
```

4.
The following is a quantum chemistry calculation of a structure of composition C11H19ClIrN6O10P2 at a distorted geometry, from the Open Molecules 2025 dataset.

Computed properties:
**LUMO energy (alpha / beta)**: -8.9 / -11.3 eV
**Kohn-Sham gap (alpha / beta)**: 5.5 / 3.0 eV
**<S²>**: 0.76
**Relative energy (zero: lowest compared OMol25 entry of this formula, charge and spin)**: 121.8 kcal per mole
**Energy**: -2757.95496 hartree

```
! wB97M-V def2-TZVPD RIJCOSX def2/J DEFGRID3
* xyz 2 2
Ir -0.173 0.119 -0.171
N 2.668 0.354 3.931
C 2.015 0.082 2.603
C 2.636 -1.107 1.954
P 0.158 -0.204 2.983
O -0.542 1.216 3.063
O 0.288 -0.866 4.296
O -0.443 -0.874 1.773
P 1.936 1.788 1.659
O 3.270 1.772 0.845
O 1.983 2.665 2.844
O 0.717 1.829 0.753
H 2.105 -0.135 4.648
H 2.631 1.388 4.068
H 3.640 0.036 3.979
H 2.734 -1.923 2.678
H 3.631 -0.889 1.550
H 2.016 -1.471 1.141
H -0.285 1.797 3.796
H 3.182 1.555 -0.106
N -4.778 0.985 2.734
C -4.211 0.306 1.735
C -2.984 0.703 1.127
N -2.477 -0.008 0.142
C -3.096 -1.094 -0.314
C -4.293 -1.480 0.282
N -4.809 -0.788 1.271
H -4.370 1.822 3.110
H -5.642 0.648 3.127
H -2.454 1.577 1.478
H -2.676 -1.642 -1.142
H -4.827 -2.362 -0.049
N 0.881 -0.290 -6.004
C 0.285 -0.217 -4.818
C -0.025 1.026 -4.216
C -0.520 1.048 -2.945
N -0.757 -0.081 -2.235
C -0.559 -1.280 -2.840
C -0.067 -1.391 -4.103
H 1.176 0.545 -6.482
H 1.154 -1.181 -6.383
H 0.144 1.950 -4.750
H -0.749 1.987 -2.458
H -0.800 -2.166 -2.268
H 0.090 -2.366 -4.540
O 3.694 -0.857 -0.873
Cl 2.488 -0.694 -1.580
O 2.577 -1.018 -2.943
O 1.428 -1.497 -0.940
O 2.012 0.682 -1.411
*
```

5.
The following is a quantum chemistry calculation of a structure of composition C11H19GdN6O3 at a distorted geometry, from the Open Molecules 2025 dataset.

Computed properties:
**LUMO energy (alpha / beta)**: -5.4 / -9.3 eV
**Kohn-Sham gap (alpha / beta)**: 10.3 / 6.4 eV
**<S²>**: 16.01
**Relative energy (zero: lowest compared OMol25 entry of this formula, charge and spin)**: 0.0 kcal per mole
**Energy**: -1750.10322 hartree

```
! wB97M-V def2-TZVPD RIJCOSX def2/J DEFGRID3
* xyz 2 8
Gd -0.432 0.141 0.109
C -0.247 0.070 5.193
N 1.062 0.048 4.530
C 2.286 0.061 5.348
C 1.092 0.018 3.191
N 0.020 0.008 2.438
N 2.366 -0.004 2.646
C 2.782 0.033 1.325
N 4.119 -0.004 1.204
N 1.960 0.100 0.324
H -0.094 0.104 6.265
H -0.820 -0.829 4.962
H -0.816 0.957 4.908
H 2.004 0.094 6.393
H 2.892 0.948 5.150
H 2.877 -0.847 5.203
H -0.811 0.051 3.007
H 3.111 -0.021 3.316
H 4.740 -0.052 1.992
H 4.546 0.045 0.297
H 2.484 0.122 -0.542
O -0.329 -0.298 -2.327
C -1.028 -1.430 -2.893
C -1.588 -2.288 -1.796
C -2.437 -3.333 -2.107
C -2.954 -4.102 -1.082
C -2.603 -3.817 0.233
C -1.736 -2.777 0.454
N -1.241 -2.017 -0.538
H -0.026 0.261 -3.052
H -0.342 -2.011 -3.504
H -1.837 -1.073 -3.525
H -2.698 -3.529 -3.140
H -3.631 -4.919 -1.303
H -2.987 -4.396 1.061
H -1.421 -2.526 1.457
O -2.507 0.695 0.485
C -2.245 1.844 0.004
O -1.070 2.145 -0.382
H -3.043 2.583 -0.082
*
```

6.
The following is a quantum chemistry calculation of the ion C11H19N2 with charge +1 at a distorted geometry, from the Open Molecules 2025 dataset.

Computed properties:
**LUMO energy**: -2.4 eV
**SMILES string**: CC1(C)CCC[N@@+]1(C)c1ccc[nH]1
**Kohn-Sham gap**: 9.9 eV
**Relative energy (zero: lowest compared OMol25 entry of this formula, charge and spin)**: 71.4 kcal per mole
**Energy**: -539.71713 hartree

```
! wB97M-V def2-TZVPD RIJCOSX def2/J DEFGRID3
* xyz 1 1
C -0.939 0.907 1.958
C -1.119 0.292 0.577
C -1.649 1.375 -0.414
C -2.109 -0.875 0.705
C -1.630 -1.903 -0.338
C -0.370 -1.369 -0.941
N 0.329 -0.625 0.068
C 1.020 -1.457 1.011
C 1.259 0.374 -0.445
C 1.637 1.610 -0.032
C 2.605 2.080 -0.913
C 2.746 1.190 -1.898
N 1.913 0.128 -1.610
H -0.124 1.586 2.204
H -0.737 0.093 2.652
H -1.826 1.336 2.398
H -0.932 1.681 -1.076
H -2.124 2.215 0.121
H -2.427 1.100 -1.131
H -3.270 -0.629 0.405
H -1.914 -1.272 1.697
H -1.653 -3.010 -0.047
H -2.355 -2.130 -1.136
H 0.307 -2.168 -1.403
H -0.656 -0.780 -1.807
H 0.618 -2.402 1.261
H 2.073 -1.540 0.599
H 1.020 -0.960 1.943
H 1.433 2.066 0.936
H 3.263 2.928 -0.739
H 3.535 0.935 -2.543
H 2.076 -0.775 -2.061
*
```